[1]
# C48H72BBrN9OS3W

A structure of composition C48H72BBrN9OS3W at a distorted geometry (wB97M-V/def2-TZVPD, the Open Molecules 2025 dataset).

LUMO level (spin up / spin down): -0.3595 / -0.3594 Ha
Energy: -171434.7298 eV
Molar mass: 1161.92 Da
Energy relative to the best compared isomer or geometry (same formula, charge and spin): 1.4669 eV
HOMO energy (spin up / spin down): -15.453 / -15.453 eV
Gap between HOMO and LUMO (spin up / spin down): 5.67 / 5.67 eV

ORCA input file:
```
! RIJCOSX wB97M-V def2-TZVPD def2/J DEFGRID3
* xyz 3 1
C -0.929 -4.382 2.665
C -1.552 4.603 -0.562
C -2.182 2.402 4.436
C -5.026 1.219 3.725
C -2.895 2.749 0.202
N -0.801 0.661 2.925
H -0.641 -3.560 7.147
H -6.644 4.385 0.919
H 1.647 -2.949 5.213
H 0.711 5.272 -3.080
C -6.490 4.921 -0.020
C -5.141 6.588 1.270
H 1.243 0.769 -5.673
S 2.246 -0.009 0.012
C 2.571 -0.198 1.712
H -0.695 -4.782 -0.490
H -3.265 0.272 -4.885
H -0.630 7.196 -0.196
C -0.432 6.791 -1.190
H -4.514 2.341 6.055
H -6.044 7.195 1.342
C -4.035 3.503 0.315
C -0.191 -4.103 5.108
H 2.337 -0.434 7.754
C 4.450 0.539 6.305
H -3.633 -1.212 5.715
C -0.394 1.943 2.966
H -2.350 -4.230 -0.285
C -2.633 1.071 4.223
H -3.430 1.141 6.791
H 0.603 -1.800 -3.087
C -2.755 1.233 -4.984
H -4.987 0.669 2.784
H -0.450 -5.873 6.286
N -0.382 -1.784 2.288
H -1.212 7.127 -1.873
C -4.156 -0.857 4.832
C 1.321 -3.978 5.358
B 0.061 -0.296 2.081
C -1.657 3.228 -0.238
C -5.202 6.661 -1.247
H 5.032 -0.273 3.988
H 0.932 5.227 0.638
C -2.717 5.350 -0.426
H -1.032 5.020 -3.191
H -1.113 -5.433 2.839
H -0.928 1.970 -5.874
C 2.229 1.660 6.024
H -2.188 2.883 -3.743
C -0.479 -3.560 3.720
C 1.094 -0.898 -2.708
H 2.647 2.442 5.385
H -5.070 6.085 -2.165
H 5.022 -0.389 6.255
H -3.756 -1.360 3.953
C -1.511 -4.699 0.231
H 1.276 3.898 -0.490
C 0.854 0.063 -4.938
C 1.001 4.946 -0.412
H 1.883 -4.630 4.687
N -0.419 0.571 -4.414
N -0.228 -2.285 3.504
H -4.955 3.047 0.653
H 1.304 -0.906 6.392
C -2.687 1.924 -3.638
C 3.003 0.337 5.856
H -2.764 3.060 5.067
H -5.090 5.947 2.152
N -1.920 0.228 3.514
H -0.018 -6.232 4.622
H -6.029 1.117 4.142
C 2.919 -0.032 4.386
S -0.845 -1.749 -0.310
C -0.611 -5.567 5.253
H 5.030 0.465 0.527
H 2.259 0.747 -3.445
C -0.785 -2.506 1.244
H 5.011 -1.285 0.680
S 0.860 2.406 1.914
H -2.484 0.373 -2.288
H 1.176 1.520 5.773
H 5.991 -0.320 1.792
N 1.552 -0.228 2.572
H 0.646 -0.873 -5.460
H -2.665 6.402 -0.661
H -1.672 -5.707 5.036
H 0.508 7.217 -1.539
H -1.107 4.821 4.679
H -0.775 -2.207 6.003
H 1.538 -4.277 6.383
C -0.709 0.582 -3.124
H -2.026 -3.473 6.059
H -3.309 1.834 -5.703
C -4.004 0.660 4.735
N 1.709 -0.119 3.875
C -3.963 4.847 -0.040
C -0.959 -3.272 6.145
H 2.666 -0.799 -4.198
C -1.085 -3.874 1.401
C -0.140 4.773 -2.613
H 1.763 -1.204 -1.914
H 4.455 0.865 7.344
C -1.058 2.861 3.818
C 5.050 -0.354 1.249
C 1.845 -0.189 -3.826
H -0.676 4.769 2.960
C 3.893 -0.268 2.190
H 2.883 -1.691 6.641
H -1.798 -5.700 0.541
Br -2.942 0.847 0.535
C -5.194 5.741 -0.015
C -1.333 1.038 -5.472
C -4.276 1.278 6.115
H -1.309 0.301 -6.275
H -4.851 2.280 3.522
C 2.336 -0.749 6.710
H -5.210 -1.114 4.935
C -0.560 4.263 3.922
H -5.139 0.780 6.555
H 1.812 5.527 -0.853
H -6.507 4.207 -0.846
H 4.954 1.309 5.717
O -0.683 2.308 -0.340
N 0.079 0.029 -2.171
H -7.337 5.594 -0.145
C 4.043 -0.210 3.556
H -4.278 7.256 1.270
H -6.161 7.174 -1.305
H -3.672 2.106 -3.211
N -1.914 1.110 -2.692
H -4.428 7.428 -1.206
H 0.042 3.695 -2.643
H 2.302 1.991 7.059
W -0.104 0.602 -0.080
C -0.295 5.265 -1.164
H 0.503 4.282 4.169
*
```



[2]
# C4H14N3

The molecule C4H14N3 at a distorted geometry (wB97M-V/def2-TZVPD, the Open Molecules 2025 dataset).

LUMO level (spin up / spin down): 0.0357 / 0.0277 Ha
Energy: -8840.1071 eV
Molar mass: 104.18 Da
Energy relative to the best compared isomer or geometry (same formula, charge and spin): 3.2480 eV
HOMO energy (spin up / spin down): -3.544 / -9.205 eV
Gap between HOMO and LUMO (spin up / spin down): 4.51 / 9.96 eV

ORCA input file:
```
! RIJCOSX wB97M-V def2-TZVPD def2/J DEFGRID3
* xyz 0 2
C -0.326 0.796 1.403
H 1.538 -0.246 -1.997
H 0.051 -2.058 -1.624
H -2.777 1.700 -0.868
H -0.471 2.239 -0.084
H -1.720 0.352 -0.802
C 1.798 -1.038 -1.286
H 0.024 -1.177 1.437
H -1.906 2.478 1.235
H -2.965 0.335 0.329
H 1.242 -2.846 -2.205
H 0.498 1.406 1.866
C -1.274 1.764 0.606
C 1.666 -0.517 0.290
N -2.279 0.981 -0.203
N 0.957 -2.225 -1.429
H 2.850 -1.330 -1.206
H -0.956 0.462 2.348
N 0.157 -0.395 0.719
H 2.007 -1.205 1.147
H 1.888 0.527 0.326
*
```



Look up the energy of the second one.
-8840.1071 eV



Among the records above, which one has the highest energy relative to the best compared isomer or geometry (same formula, charge and spin)?
C4H14N3



Among the records above, which one has the lowest molar mass?
C4H14N3